{"formula": "C3H5N3O", "method": "wB97M-V/def2-TZVPD", "gap_ev": 10.204, "symbols": ["N", "C", "O", "H", "H", "N", "N", "H", "C", "H", "H", "C"], "coordinates": [[-1.795, -0.537, -0.196], [1.475, 0.860, -0.533], [1.642, 2.042, -0.538], [0.467, -0.887, -1.620], [-2.588, -0.144, 0.291], [1.960, -0.336, -0.112], [-0.241, 0.263, 1.425], [-1.926, -0.660, -1.190], [-0.548, -0.201, 0.276], [-1.059, 0.428, 2.009], [2.027, -0.517, 0.890], [0.584, -0.311, -0.702]]}

{"formula": "C17H31F3O2P2Re", "method": "wB97M-V/def2-TZVPD", "multiplicity": 4, "charge": 2, "gap_ev": [6.060, 7.259], "symbols": ["H", "Re", "H", "H", "H", "H", "H", "H", "F", "C", "H", "H", "H", "H", "C", "C", "H", "H", "F", "H", "C", "C", "C", "C", "H", "O", "C", "H", "P", "H", "F", "C", "H", "H", "C", "H", "H", "H", "C", "H", "C", "H", "C", "O", "H", "H", "H", "C", "H", "C", "C", "H", "P", "C", "H", "H"], "coordinates": [[1.017, -0.217, -0.947], [-0.385, -0.732, 2.331], [1.273, -1.544, 4.187], [1.526, -2.215, 1.054], [-0.934, -3.658, -3.287], [1.733, 3.795, -1.352], [0.193, 1.113, -3.851], [-1.410, 1.862, 1.393], [-1.843, 2.615, 5.221], [0.453, 0.599, -2.910], [-2.172, 2.080, -2.293], [-1.280, -4.230, -1.602], [2.483, 2.397, -2.198], [1.357, 3.489, -3.069], [-1.279, -3.361, -2.284], [-0.486, -1.982, 0.024], [-0.633, -2.984, 0.433], [0.349, 2.974, 0.418], [-0.908, 1.065, 6.436], [-1.151, 0.244, -1.138], [-0.042, 1.327, 4.229], [-1.336, 2.786, -2.204], [-1.769, -1.124, 0.325], [1.575, 3.015, -2.107], [-2.103, -1.173, 1.413], [1.122, 1.497, 3.915], [1.533, -2.804, -2.084], [0.808, -2.975, 3.245], [0.172, 1.968, -1.666], [-2.617, 0.772, -0.405], [0.195, 2.924, 5.989], [-0.659, 2.009, 5.492], [-1.134, 3.228, -3.190], [-2.597, -1.616, -0.184], [0.353, 1.930, 0.094], [2.286, -2.010, -2.220], [1.546, 0.428, -2.945], [1.862, -3.510, -1.304], [1.545, -0.289, 0.017], [-0.070, -1.244, -3.851], [-0.823, 1.164, 0.776], [2.490, 1.649, 0.236], [0.436, -2.036, 3.674], [-0.931, 0.568, 3.673], [-1.429, -0.569, -2.996], [-1.627, 3.587, -1.512], [2.552, -0.633, -0.287], [1.588, 1.134, 0.592], [1.647, 1.166, 1.691], [0.819, -1.407, 0.775], [-1.640, 0.316, -0.155], [-0.330, -2.272, 4.429], [-0.102, -2.127, -1.720], [-0.347, -0.743, -2.912], [-2.283, -2.909, -2.348], [1.408, -3.341, -3.040]]}

Results for ΔE to the lowest compared entry with this formula, charge and spin: 206.71 0.00 (in kJ/mol, following the order of the records).
Results for E: -9708.441 -51067.236 (in eV, following the order of the records).